C14H12F6N2O4S2SeSn as an isolated structure at a distorted geometry, computed with ωB97M-V with the def2-TZVPD basis set.

The energy above the lowest of the compared OMol25 structures with the same formula, charge and spin comes out at 12.9 kcal/mol. The value obtained for the HOMO energy is -8.24 eV. As for the spin multiplicity: 1. Its HOMO-LUMO gap is 0.27528 Ha.

XYZ file:
```
42
Properties=species:S:1:pos:R:3:nbo_charge:R:1
Sn -0.24 -0.25 -1.13 1.22
Se -1.21 -2.14 0.20 -0.37
C -2.53 -3.51 0.00 -0.13
C -3.89 -3.20 -0.03 -0.23
C -4.81 -4.22 -0.13 -0.20
C -4.40 -5.54 -0.20 -0.21
C -3.04 -5.84 -0.17 -0.20
C -2.10 -4.83 -0.07 -0.24
H -4.21 -2.17 0.03 0.23
H -5.87 -3.98 -0.16 0.22
H -5.12 -6.34 -0.29 0.22
H -2.71 -6.87 -0.22 0.22
H -1.04 -5.06 -0.04 0.22
F -4.34 2.60 -0.56 -0.30
C -3.25 3.34 -0.41 0.77
F -3.04 3.58 0.88 -0.30
F -3.37 4.48 -1.05 -0.28
S -1.74 2.40 -1.04 2.19
O -1.20 1.73 0.14 -0.96
O -0.90 3.35 -1.71 -0.90
N -2.22 1.18 -1.97 -1.26
S -2.89 1.53 -3.41 2.23
O -3.55 0.36 -3.88 -0.90
O -3.54 2.80 -3.37 -0.92
C -1.44 1.75 -4.58 0.73
F -1.75 1.22 -5.75 -0.30
F -1.16 3.03 -4.74 -0.29
F -0.35 1.13 -4.11 -0.32
C 6.54 0.08 0.24 -0.64
C 5.05 0.00 0.15 0.05
C 4.35 -1.13 0.56 -0.26
C 2.97 -1.16 0.44 0.06
N 2.27 -0.14 -0.06 -0.50
C 2.93 0.95 -0.45 0.05
C 4.31 1.06 -0.37 -0.24
H 6.96 -0.84 0.66 0.22
H 6.84 0.91 0.88 0.23
H 6.98 0.24 -0.74 0.23
H 4.87 -1.99 0.97 0.22
H 2.40 -2.02 0.75 0.21
H 2.34 1.76 -0.86 0.21
H 4.80 1.97 -0.70 0.23
```



A single C2H5NOS molecule at a distorted geometry, computed with ωB97M-V with the def2-TZVPD basis set.

The energy above the lowest of the compared OMol25 structures with the same formula, charge and spin comes out at 88.7 kcal/mol. The value obtained for the HOMO energy is -9.36 eV. As for the spin multiplicity: 1. Its HOMO-LUMO gap is 0.36765 Ha. Its SMILES is CS/C=N\O.

XYZ file:
```
10
Properties=species:S:1:pos:R:3:nbo_charge:R:1
C 1.59 0.04 0.32 -0.78
S 0.19 -0.96 -0.42 0.11
C -0.84 0.58 -0.46 -0.09
N -2.00 0.45 -0.16 -0.11
O -2.57 -0.74 0.23 -0.55
H 1.46 0.52 1.35 0.24
H 2.59 -0.64 0.26 0.24
H 2.02 0.73 -0.52 0.23
H -0.36 1.60 -0.74 0.23
H -2.07 -1.58 0.14 0.47
```



A 2-piece molecular cluster, C4H6NO3 overall at a distorted geometry, computed with ωB97M-V with the def2-TZVPD basis set.

The energy above the lowest of the compared OMol25 structures with the same formula, charge and spin comes out at 141.0 kcal/mol. The value obtained for the HOMO energy is -4.50 eV. Its total charge is -1. As for the spin multiplicity: 1. Its HOMO-LUMO gap is 0.19122 Ha.

XYZ file:
```
14
Properties=species:S:1:pos:R:3:nbo_charge:R:1
C -1.69 -1.14 1.43 -0.22
C -0.47 -1.55 0.84 0.39
N 0.24 -0.57 0.22 -0.14
C -0.10 0.78 0.22 -0.41
C 0.50 1.69 -0.94 0.76
O 0.04 2.85 -0.81 -0.76
O 1.36 1.24 -1.69 -0.71
O -0.10 -2.74 0.90 -0.73
H -2.12 -1.82 2.16 0.18
H -2.27 -0.27 1.18 0.18
H 1.99 -2.19 -2.08 -0.01
H -1.15 1.10 0.25 0.19
H 0.40 1.19 1.09 0.26
H 1.46 -1.82 -2.45 0.01
```



C12H12N3O8PdS2 as an isolated structure at a distorted geometry, computed with ωB97M-V with the def2-TZVPD basis set.

The energy above the lowest of the compared OMol25 structures with the same formula, charge and spin comes out at 12.3 kcal/mol. The value obtained for the HOMO energy (alpha / beta) is -5.45 / -5.42 eV. Its total charge is -1. As for the spin multiplicity: 3. Its HOMO-LUMO gap (alpha / beta) is 0.29266 / 0.20475 Ha.

XYZ file:
```
38
Properties=species:S:1:pos:R:3:lowdin_spin:R:1
Pd 0.83 0.07 0.53 1.52
O -1.17 -0.84 0.96 0.09
S -1.34 0.08 2.11 0.00
O -2.11 -0.49 3.18 0.02
O 0.00 0.55 2.53 0.10
C -2.26 1.51 1.54 0.00
C -3.29 1.88 2.40 0.00
C -4.11 2.95 2.12 0.00
C -3.92 3.68 0.96 0.00
C -2.89 3.33 0.10 0.00
C -2.05 2.26 0.37 0.00
S -0.68 2.10 -0.80 0.00
O -0.90 3.12 -1.79 0.01
O -0.70 0.74 -1.36 0.01
O 0.52 2.32 0.05 0.10
H -3.43 1.28 3.29 0.00
H -4.91 3.22 2.81 0.00
H -4.56 4.52 0.73 0.00
H -2.70 3.89 -0.81 0.00
N 3.20 -1.97 0.89 0.01
C 3.55 -0.94 0.05 0.01
O 2.87 0.13 -0.04 0.08
C 4.77 -1.11 -0.65 0.00
C 5.49 -2.30 -0.51 0.00
N 6.05 -3.31 -0.38 0.00
C 5.30 -0.11 -1.50 0.00
N 5.77 0.68 -2.20 0.00
H 3.66 -2.86 0.79 0.00
H 2.28 -1.97 1.28 0.00
C -1.23 -2.77 -1.70 0.00
C 0.25 -2.71 -2.02 0.00
O 0.90 -1.54 -1.52 0.03
H -1.68 -3.66 -2.14 0.00
H -1.73 -1.88 -2.10 0.00
H -1.39 -2.77 -0.63 0.00
H 0.40 -2.75 -3.11 0.00
H 0.78 -3.56 -1.58 0.00
H 0.40 -0.77 -1.85 0.00
```



C19H40AlBCuFO5 as an isolated structure at a distorted geometry, computed with ωB97M-V with the def2-TZVPD basis set.

The value obtained for the HOMO energy (alpha / beta) is -12.15 / -11.95 eV. Its total charge is +1. As for the spin multiplicity: 2. Its HOMO-LUMO gap (alpha / beta) is 0.22250 / 0.21338 Ha.

XYZ file:
```
68
Properties=species:S:1:pos:R:3:lowdin_spin:R:1
C -5.72 -3.91 2.09 0.00
C -4.87 -3.02 1.17 0.00
C -4.31 -3.77 -0.03 0.00
C -3.16 -4.73 0.32 0.00
C -1.81 -4.25 -0.23 0.00
C -1.10 -3.34 0.80 0.00
C -0.05 -4.10 1.60 0.00
C 0.73 -3.25 2.60 0.00
C 1.29 -1.92 2.05 0.00
C 0.32 -0.74 2.04 0.00
C 0.83 0.49 2.77 0.00
C 1.87 1.28 1.99 0.00
C 1.41 1.61 0.57 0.00
C 1.98 2.97 0.16 0.06
C 2.11 3.22 -1.37 0.10
C 3.13 4.41 -1.51 0.10
C 3.53 4.72 -2.96 0.00
C 4.89 4.17 -3.33 0.00
F 5.36 4.88 -4.43 0.00
O 2.69 2.18 -2.03 0.59
Al 1.29 1.45 -3.08 0.05
O 0.66 3.13 -3.32 0.00
C 0.79 3.71 -2.06 0.00
O -0.34 3.34 -1.26 0.01
B -1.52 3.66 -1.91 0.00
O -2.39 2.71 -2.37 0.00
O -1.87 4.97 -2.03 0.00
H -6.68 -3.45 2.31 0.00
H -5.89 -4.87 1.62 0.00
H -5.21 -4.04 3.04 0.00
H -4.11 -2.50 1.73 0.00
H -5.54 -2.25 0.78 0.00
H -5.13 -4.34 -0.47 0.00
H -4.01 -3.05 -0.79 0.00
H -3.09 -4.86 1.39 0.00
H -3.39 -5.68 -0.16 0.00
H -1.17 -5.08 -0.50 0.00
H -1.99 -3.67 -1.12 0.00
H -1.85 -2.96 1.48 0.00
H -0.62 -2.52 0.27 0.00
H -0.57 -4.86 2.17 0.00
H 0.64 -4.63 0.95 0.00
H 1.61 -3.88 2.89 0.00
H 0.19 -3.08 3.52 0.00
H 1.71 -2.09 1.06 0.00
H 2.15 -1.65 2.71 0.00
H -0.62 -1.07 2.46 0.00
H 0.10 -0.51 1.01 0.00
H -0.03 1.13 2.95 0.00
H 1.18 0.20 3.76 0.00
H 2.80 0.72 1.98 0.00
H 2.07 2.21 2.52 0.00
H 1.75 0.84 -0.10 0.00
H 0.33 1.66 0.55 0.00
H 1.36 3.75 0.58 0.00
H 2.98 3.04 0.56 0.00
H 2.68 5.30 -1.09 0.01
H 4.03 4.18 -0.95 0.00
H 2.80 4.38 -3.69 0.00
H 3.60 5.80 -3.06 0.00
H 4.85 3.12 -3.64 0.00
H 5.60 4.33 -2.53 0.00
H 0.46 0.57 -2.05 0.05
H 1.88 0.75 -4.37 0.01
H 0.80 4.79 -2.10 0.00
H -1.92 2.03 -2.88 0.00
H -2.48 5.04 -2.78 0.00
Cu 2.98 -2.67 3.77 0.00
```



A 2-piece molecular cluster, CH4N2S overall at a distorted geometry, computed with ωB97M-V with the def2-TZVPD basis set.

The energy above the lowest of the compared OMol25 structures with the same formula, charge and spin comes out at 152.1 kcal/mol. The value obtained for the HOMO energy is -8.57 eV. As for the spin multiplicity: 1. Its HOMO-LUMO gap is 0.30753 Ha.

XYZ file:
```
8
Properties=species:S:1:pos:R:3:nbo_charge:R:1
C 1.45 -1.08 0.32 -0.34
N -0.69 1.57 0.11 -0.35
N -0.25 0.38 0.06 -0.25
S -1.38 -0.81 -0.05 0.31
H 1.06 -1.77 -0.44 0.10
H 2.23 -0.47 -0.16 0.10
H 0.08 2.24 0.19 0.33
H -2.50 -0.05 -0.03 0.10
```



A single C21H26N4OS molecule at a distorted geometry, computed with ωB97M-V with the def2-TZVPD basis set.

The energy above the lowest of the compared OMol25 structures with the same formula, charge and spin comes out at 554.5 kcal/mol. The value obtained for the HOMO energy is -8.26 eV. As for the spin multiplicity: 1. Its HOMO-LUMO gap is 0.25613 Ha. Its SMILES is CCCNc1nc2cc(S)ccc2nc1CCCNCc1ccccc1O.

XYZ file:
```
53
Properties=species:S:1:pos:R:3:nbo_charge:R:1
C 2.58 -5.38 0.22 -0.64
C 1.85 -4.17 1.11 -0.42
C 2.61 -2.76 0.64 -0.23
N 2.14 -1.55 1.45 -0.67
C 2.59 -0.28 0.69 0.35
N 3.77 -0.44 -0.23 -0.42
C 4.01 0.88 -0.90 0.13
C 5.25 0.92 -2.02 -0.18
C 5.63 2.28 -2.90 -0.20
S 7.03 2.15 -4.16 -0.03
C 4.76 3.65 -2.67 -0.23
C 3.55 3.62 -1.57 -0.21
C 3.17 2.26 -0.70 0.12
N 2.03 2.37 0.27 -0.40
C 1.73 1.07 0.98 0.20
C 0.44 1.08 2.04 -0.47
C -0.54 2.32 1.49 -0.43
C -2.08 2.22 2.05 -0.23
N -2.73 0.86 1.90 -0.66
C -2.85 0.42 0.45 -0.27
C -4.37 0.06 -0.04 -0.06
C -4.64 0.03 -1.69 -0.23
C -6.14 -0.34 -2.33 -0.25
C -7.41 -0.73 -1.34 -0.24
C -7.14 -0.70 0.29 -0.26
C -5.66 -0.30 0.91 0.29
O -5.54 -0.29 2.38 -0.73
H 3.20 -4.85 -0.66 0.21
H 3.38 -5.96 0.88 0.22
H 1.80 -6.09 -0.30 0.22
H 0.73 -4.12 0.71 0.21
H 1.92 -4.36 2.27 0.21
H 3.77 -2.97 0.80 0.20
H 2.35 -2.65 -0.52 0.22
H 2.66 -1.60 2.39 0.38
H 5.89 -0.05 -2.20 0.25
H 6.44 1.69 -5.37 0.15
H 4.96 4.66 -3.29 0.26
H 2.88 4.58 -1.40 0.25
H 0.81 1.44 3.11 0.24
H -0.11 0.05 2.10 0.25
H -0.62 2.33 0.30 0.22
H -0.12 3.38 1.82 0.23
H -2.18 2.64 3.16 0.21
H -2.72 2.97 1.38 0.20
H -2.28 0.13 2.50 0.37
H -2.48 1.31 -0.25 0.22
H -2.09 -0.47 0.28 0.22
H -3.81 0.27 -2.49 0.23
H -6.36 -0.33 -3.50 0.23
H -8.46 -0.98 -1.78 0.24
H -8.05 -0.94 1.00 0.24
H -5.55 0.67 2.73 0.50
```



A 2-piece molecular cluster, C14H22N3 overall at a distorted geometry, computed with ωB97M-V with the def2-TZVPD basis set.

The energy above the lowest of the compared OMol25 structures with the same formula, charge and spin comes out at 34.5 kcal/mol. The value obtained for the HOMO energy is -12.69 eV. Its total charge is +1. As for the spin multiplicity: 1. Its HOMO-LUMO gap is 0.33466 Ha.

XYZ file:
```
39
Properties=species:S:1:pos:R:3:nbo_charge:R:1
C -0.52 -0.16 2.57 -0.45
N -0.17 1.03 1.77 -0.22
C -1.26 2.04 1.90 -0.42
N 1.00 1.69 2.29 -0.28
C 2.02 1.06 2.72 -0.08
H -1.49 -0.57 2.23 0.23
H 0.27 -0.92 2.50 0.21
H -0.60 0.21 3.60 0.22
H -2.16 1.70 1.36 0.23
H -1.47 2.12 2.98 0.22
H -0.92 3.01 1.55 0.24
H 2.94 1.65 2.80 0.22
H 2.06 0.00 3.06 0.17
C 1.96 -2.37 -1.95 -0.42
C 3.03 -1.95 -0.95 -0.42
C 2.46 -0.77 -0.15 -0.22
N 1.04 -0.67 -0.49 -0.38
C 0.30 0.41 -0.12 0.30
C -1.04 0.53 -0.68 -0.18
C -1.93 -0.58 -0.72 -0.19
C -3.13 -0.47 -1.42 -0.21
C -3.50 0.73 -2.04 -0.17
C -2.62 1.82 -2.00 -0.21
C -1.40 1.72 -1.35 -0.13
C 0.69 -1.59 -1.61 -0.22
H 2.30 -2.14 -2.98 0.23
H 1.78 -3.44 -1.91 0.23
H 3.23 -2.78 -0.26 0.22
H 3.95 -1.67 -1.44 0.24
H 2.55 -0.93 0.94 0.20
H 3.02 0.15 -0.39 0.21
H 0.91 1.29 0.06 0.22
H -1.67 -1.52 -0.22 0.22
H -3.80 -1.34 -1.45 0.23
H -4.44 0.81 -2.57 0.24
H -2.91 2.75 -2.47 0.23
H -0.69 2.55 -1.35 0.22
H 0.31 -1.10 -2.52 0.23
H -0.08 -2.31 -1.28 0.21
```